No. 1
The following is a quantum chemistry calculation of a structure of composition C12H29N3O6PRuS, from OMol25.

Cartesian coordinates (Å):
Ru1 0.48503 0.20143 0.45933
C1 -0.35859 -1.67656 4.11348
S1 0.16411 -2.42465 2.58770
C2 1.93234 -2.40670 2.79899
O1 -0.12394 -1.32631 1.50249
H1 -0.08737 -2.37428 4.90861
H2 -1.44153 -1.57339 4.08148
H3 0.14160 -0.72001 4.25698
H4 2.14889 -3.01227 3.68116
H5 2.28502 -1.38537 2.93716
H6 2.38469 -2.86778 1.92361
O2 0.97587 3.73598 -1.18050
C3 1.82869 2.96779 -0.89674
C4 3.33778 3.10586 -1.04052
C5 3.95156 1.77267 -0.59497
C6 2.75703 0.98541 -0.18918
O3 2.65548 -0.18251 0.26841
N1 1.58658 1.64639 -0.33141
H7 3.65606 3.94753 -0.42537
H8 3.56274 3.36595 -2.07377
H9 4.63869 1.85746 0.24846
H10 4.49017 1.24472 -1.38352
C7 -1.66711 3.47841 2.96544
C8 -1.84971 1.99364 3.13579
O4 -2.29140 1.30390 1.91328
P1 -1.62960 1.29564 0.49649
O5 -1.48376 2.68465 -0.14736
C9 -2.58248 3.66815 -0.40894
C10 -2.00167 5.05187 -0.39479
O6 -2.58084 0.37669 -0.33578
C11 -3.91914 -0.14035 0.04789
C12 -4.99216 0.88190 -0.20576
H11 -1.37581 3.89553 3.93010
H12 -2.59780 3.96062 2.66847
H13 -0.88467 3.72166 2.24696
H14 -2.63863 1.76455 3.84677
H15 -0.92944 1.50415 3.46271
H16 -3.34265 3.51855 0.35600
H17 -2.98078 3.39503 -1.38335
H18 -1.62559 5.32492 0.58938
H19 -2.79518 5.75219 -0.65941
H20 -1.20134 5.14634 -1.12438
H21 -3.86775 -0.43817 1.09224
H22 -4.03642 -1.02169 -0.57588
H23 -4.86918 1.75847 0.42992
H24 -5.95914 0.43826 0.03464
H25 -5.01294 1.18825 -1.25068
N2 0.67886 -2.68406 -4.33598
N3 -0.14134 -2.23936 -3.41280
H26 0.88865 -2.10043 -5.13948
H27 1.22599 -3.51982 -4.15739
H28 -0.50942 -2.93386 -2.77064
H29 -0.77149 -1.49693 -3.70015

## Properties
- Kohn-Sham gap (spin up / spin down): 8.8404 / 6.9211 eV
- 2S+1: 5
- Net charge: +3
- HOMO level (spin up / spin down): -0.66768 / -0.66662 Ha
- ⟨S²⟩: 6.02
- Relative energy (zero: lowest compared OMol25 entry of this formula, charge and spin): 0.00 kJ/mol

No. 2
The following is a quantum chemistry calculation of a structure of composition C18H63FeO14 in a non-equilibrium geometry, from OMol25.

Cartesian coordinates (Å):
Fe1 3.59032 2.23134 0.08272
C1 0.22985 -0.47124 -0.60658
C2 0.87438 0.85931 -0.27343
O1 2.27276 0.82037 -0.05967
H1 0.61751 -1.30440 -0.01300
H2 0.36460 -0.77282 -1.64813
H3 -0.84378 -0.43677 -0.41384
H4 0.36403 1.28106 0.60523
H5 0.58441 1.55326 -1.07395
C3 -0.03673 4.39719 -4.18697
C4 -0.70573 4.01962 -2.86477
O2 -2.11743 3.89556 -3.05112
H6 -0.44075 5.36317 -4.49876
H7 -0.34583 3.67426 -4.94150
H8 1.04146 4.49885 -4.07299
H9 -0.53333 4.88859 -2.21682
H10 -0.31634 3.11482 -2.40518
H11 -2.41317 4.69578 -3.49734
C5 2.60296 3.61216 3.99648
C6 2.52292 2.31426 3.19080
O3 3.65005 2.28182 2.25588
H12 2.35179 4.50755 3.43014
H13 3.53856 3.70419 4.54241
H14 1.79534 3.52876 4.73109
H15 1.58556 2.22135 2.65140
H16 2.67296 1.51983 3.91760
H17 4.36958 1.86288 2.74077
C7 3.52125 -1.07532 3.82174
C8 2.04733 -1.18458 3.49040
O4 1.79294 -2.37339 2.75181
H18 3.98966 -2.03784 4.01554
H19 3.75437 -0.48965 4.71701
H20 4.04838 -0.51520 3.04291
H21 1.62503 -0.34885 2.91730
H22 1.45331 -1.19953 4.41148
H23 0.87935 -2.67180 2.85240
C9 -4.27001 -1.25544 -1.60342
C10 -3.28724 -2.41537 -1.60843
O5 -2.54068 -2.29878 -2.81686
H24 -3.76228 -0.31545 -1.81978
H25 -4.78573 -1.21484 -0.64352
H26 -5.01583 -1.38391 -2.38836
H27 -3.84380 -3.35536 -1.57658
H28 -2.61989 -2.35471 -0.74275
H29 -1.68368 -2.75532 -2.73366
C11 -0.44752 -3.87958 0.91990
C12 -0.92412 -4.77974 2.04426
O6 -0.71164 -4.08301 3.30834
H30 -0.70907 -2.83336 1.09441
H31 -0.84244 -4.12005 -0.06814
H32 0.63696 -3.93369 0.81124
H33 -0.36517 -5.71220 2.10963
H34 -2.00198 -4.94815 2.02994
H35 -0.70708 -4.74750 4.00269
C13 0.12152 0.17208 -4.60454
C14 -1.23595 0.72476 -4.18110
O7 -2.24346 -0.19143 -4.52428
H36 0.23454 -0.83463 -4.18418
H37 0.97847 0.73397 -4.21818
H38 0.23603 -0.00203 -5.67497
H39 -1.33093 1.72816 -4.60039
H40 -1.21870 0.89351 -3.09200
H41 -2.31993 -0.81686 -3.77758
C15 -2.28424 -0.39866 2.87666
C16 -1.38156 0.67170 3.48916
O8 -1.77470 0.91623 4.82315
H42 -3.34538 -0.14241 2.85421
H43 -2.23138 -1.30898 3.47846
H44 -1.96000 -0.61416 1.85502
H45 -1.50913 1.56123 2.85761
H46 -0.33499 0.37592 3.46443
H47 -2.72915 1.01775 4.87230
C17 -4.28887 1.90467 -0.03983
C18 -2.81259 2.21511 0.03313
O9 -2.53731 3.55471 -0.39083
H48 -4.65747 2.10556 -1.04577
H49 -4.83627 2.62241 0.57872
H50 -4.53302 0.93170 0.38258
H51 -2.14105 1.60236 -0.58131
H52 -2.47337 2.09460 1.06573
H53 -2.33952 3.49204 -1.34184
O10 2.20307 -3.37786 -1.36477
H54 2.64479 -2.90266 -2.08094
H55 2.53293 -2.95582 -0.55971
O11 5.01579 0.77917 -0.16700
H56 5.22969 -0.06754 0.26302
H57 5.50719 0.77353 -0.99919
O12 3.52264 -1.60467 0.60135
H58 3.08079 -1.94221 1.39805
H59 3.04191 -0.78887 0.37259
O13 -0.12529 -3.73418 -2.84575
H60 0.55767 -3.41831 -2.22601
H61 0.34595 -3.89806 -3.66776
O14 2.89622 -0.85470 -2.69020
H62 3.31304 -0.16763 -3.21832
H63 2.67560 -0.42760 -1.84966

## Properties
- Kohn-Sham gap (spin up / spin down): 5.9264 / 5.8024 eV
- 2S+1: 5
- Net charge: +1
- HOMO level (spin up / spin down): -0.41368 / -0.41368 Ha
- ⟨S²⟩: 6.01

No. 3
The following is a quantum chemistry calculation of a cluster of 2 separate species, C4H6INO in total in a non-equilibrium geometry, from OMol25.

Cartesian coordinates (Å):
C1 -0.10015 1.54640 0.88287
C2 -1.39931 -2.40889 0.30250
C3 0.93280 -0.25414 -0.57113
C4 -0.04153 0.96407 -0.47701
N1 -1.51946 -3.40929 0.86268
O1 0.17822 2.58586 1.36039
I1 1.09451 4.42988 0.05700
H1 0.27163 -1.15874 -0.29152
H2 1.73683 -0.09274 0.21427
H3 1.34156 -0.52618 -1.56968
H4 0.19430 1.70669 -1.25292
H5 -1.08886 0.83292 -0.89644
H6 -1.60053 -4.21584 1.37900

## Properties
- Kohn-Sham gap (spin up / spin down): 8.4861 / 7.0298 eV
- 2S+1: 1
- Net charge: 0
- HOMO level (spin up / spin down): -0.32352 / -0.30394 Ha
- Relative energy (zero: lowest compared OMol25 entry of this formula, charge and spin): 440.89 kJ/mol

No. 4
The following is a quantum chemistry calculation of a cluster of 2 separate species, C3H4NO in total in a non-equilibrium geometry, from OMol25.

Cartesian coordinates (Å):
C1 2.10467 1.20362 0.30929
C2 -2.94872 -0.05994 -0.22578
C3 0.47125 -0.65064 -0.01280
N1 1.26805 0.41878 0.19698
O1 -4.07573 -0.02273 -0.24621
H1 2.66374 1.99009 0.10738
H2 0.97561 -1.38938 -0.50090
H3 -0.62127 -0.45605 -0.57157
H4 0.16240 -1.03376 0.94361

## Properties
- Kohn-Sham gap: 11.3673 eV
- 2S+1: 1
- Net charge: +1
- HOMO level: -0.61483 Ha
- Relative energy (zero: lowest compared OMol25 entry of this formula, charge and spin): 126.96 kJ/mol

No. 5
The following is a quantum chemistry calculation of the ion CH2F2NO4S2 with charge -1 in a non-equilibrium geometry, from OMol25.

Cartesian coordinates (Å):
N1 -1.63395 -0.67468 -0.92540
S1 -0.94176 -0.78511 0.37752
O1 -1.60537 -0.13616 1.46348
O2 0.56594 -0.04076 0.21507
S2 1.54871 -1.25681 0.16790
O3 2.00800 -1.74540 -1.13767
C1 2.78279 0.18767 0.41203
F1 3.08297 0.97585 -0.66744
F2 3.95687 -0.37898 0.77311
O4 -0.28319 -2.12013 0.68479
H1 -1.56402 -1.58193 -1.55779
H2 2.38910 0.90671 1.14233

## Properties
- Kohn-Sham gap: 8.7002 eV
- 2S+1: 1
- Net charge: -1
- HOMO level: -0.18163 Ha